(1)
The molecule C4H8N2OS, computed with ωB97M-V/def2-TZVPD.

* frontier orbital gap: 8.865 eV
* calculated total energy: -740.077534 a.u.
* SMILES string: CO/C=C\N(N)C=S
* molar mass: 132.19 g mol⁻¹

Each line ends with the Löwdin charge.
Element x y z (Å)
1 S 2.88 -0.71 -0.22  0.5830
2 O -2.29 0.08 -0.14  -0.1668
3 N 0.57 0.60 0.14  -0.2435
4 N -0.09 1.87 0.12  0.0893
5 C -1.41 -0.78 0.44  -0.1435
6 C -3.56 -0.45 -0.43  -0.0825
7 C 1.89 0.59 -0.16  -0.6841
8 C -0.10 -0.56 0.54  -0.1053
9 H 0.53 -1.31 1.01  0.0880
10 H -1.81 -1.72 0.83  0.1260
11 H -4.15 0.40 -0.79  0.0947
12 H -3.50 -1.23 -1.22  0.1002
13 H -0.43 2.01 1.06  0.0961
14 H -0.91 1.77 -0.48  0.0889
15 H 2.22 1.61 -0.37  0.0670
16 H -4.03 -0.85 0.48  0.0925

=====

(2)
A structure of composition C27H38BIrN6O6S5, computed with ωB97M-V/def2-TZVPD.

* frontier orbital gap (spin up / spin down): 8.920 / 5.409 eV
* charge: +1
* calculated total energy: -3951.574954 a.u.
* molar mass: 906.00 g mol⁻¹
* 2S+1: 6

Each line ends with the Löwdin charge.
Element x y z (Å)
1 Ir -0.82 -0.51 -1.74  1.0761
2 S -3.15 0.80 -0.75  0.4675
3 S 1.42 0.14 -2.07  0.6488
4 S 0.78 -2.10 1.43  1.0007
5 S -0.16 2.61 0.76  0.9880
6 S -2.52 -2.67 -1.04  0.4934
7 O -2.83 0.59 -2.17  -0.3924
8 O -3.80 2.04 -0.42  -0.2752
9 O -2.25 -2.11 -2.39  -0.4132
10 O -1.87 0.57 -0.01  -0.5452
11 O -2.70 -4.08 -0.99  -0.2616
12 O -1.42 -2.15 -0.17  -0.5309
13 N 1.61 3.65 -1.04  0.0292
14 N 0.02 -0.32 3.37  0.0371
15 N 1.69 0.38 2.11  0.0486
16 N 3.01 -0.50 0.07  0.0059
17 N 2.98 -2.07 -1.44  0.0327
18 N 2.41 1.97 0.16  0.0296
19 C 1.28 -3.25 -2.85  -0.0365
20 C -0.95 -1.19 5.45  -0.0208
21 C 2.90 3.45 -1.41  0.0053
22 C -6.34 -1.02 0.83  -0.0500
23 C -4.24 -0.52 -0.24  -0.2166
24 C 3.88 -1.48 0.48  -0.0609
25 C 1.52 1.27 3.12  -0.0614
26 C 2.46 -0.87 -1.10  -0.6312
27 C -4.94 -2.81 0.08  -0.0450
28 C 0.47 0.85 3.89  -0.0210
29 C -1.23 -0.95 3.97  -0.5157
30 C 1.30 2.74 -0.04  -0.6633
31 C -4.00 -1.91 -0.39  -0.2132
32 C 2.76 -2.88 -2.70  -0.5265
33 C 0.79 -0.65 2.29  -0.5866
34 C -5.41 -0.10 0.37  -0.0478
35 C 3.27 -2.09 -3.90  -0.0322
36 C 3.55 -4.18 -2.59  -0.0496
37 C 1.44 5.40 -2.77  -0.0444
38 C -2.35 0.06 3.76  -0.0087
39 C -1.64 -2.27 3.33  -0.0683
40 C 3.39 2.42 -0.65  -0.0320
41 C 0.05 5.57 -0.72  -0.0378
42 C 3.87 -2.45 -0.45  -0.0279
43 C -0.41 3.76 -2.44  -0.0199
44 C -6.11 -2.37 0.69  -0.0484
45 C 0.66 4.60 -1.73  -0.5262
46 B 2.76 0.70 1.02  -0.5384
47 H 4.41 -3.38 -0.48  0.1204
48 H -2.46 0.29 2.69  0.0855
49 H -0.73 -0.27 5.99  0.0790
50 H 2.73 -1.16 -4.04  0.0433
51 H -0.12 -1.88 5.58  0.0988
52 H 0.83 6.06 -0.13  0.0975
53 H 0.92 -3.76 -1.96  0.1003
54 H -6.84 -3.09 1.04  0.1149
55 H -3.29 -0.36 4.11  0.0998
56 H 0.03 1.32 4.74  0.1359
57 H -1.84 -2.17 2.26  0.0520
58 H -2.18 0.99 4.30  0.0859
59 H 4.63 -4.01 -2.54  0.0912
60 H 4.43 -1.41 1.40  0.1341
61 H -2.58 -2.56 3.82  0.0997
62 H 4.37 1.98 -0.66  0.1463
63 H 3.35 -4.76 -3.48  0.0991
64 H -4.75 -3.87 -0.05  0.1132
65 H -7.25 -0.67 1.30  0.1144
66 H -5.59 0.96 0.47  0.1119
67 H 0.75 6.10 -3.23  0.0996
68 H 1.84 4.77 -3.57  0.0935
69 H 2.25 5.98 -2.31  0.0963
70 H -0.66 5.08 -0.05  0.0432
71 H -0.49 6.34 -1.28  0.0969
72 H 2.13 2.15 3.22  0.1435
73 H -1.07 4.42 -3.00  0.1059
74 H -1.84 -1.63 5.91  0.0998
75 H 3.23 -4.78 -1.73  0.0961
76 H 4.34 -1.87 -3.78  0.0951
77 H 0.05 3.06 -3.14  0.0910
78 H 0.65 -2.39 -3.05  0.0174
79 H -0.92 -3.06 3.49  0.0734
80 H 1.18 -3.93 -3.69  0.1017
81 H 3.15 -2.70 -4.80  0.0985
82 H 3.79 0.95 1.58  0.1326
83 H 3.39 4.03 -2.16  0.1309
84 H -1.01 3.20 -1.72  0.0478

=====

(3)
A structure of composition C38H54Cl6Ge2INOSi2TeV, computed with ωB97M-V/def2-TZVPD.

* frontier orbital gap (spin up / spin down): 7.465 / 6.871 eV
* calculated total energy: -10614.050374 a.u.
* molar mass: 1260.41 g mol⁻¹
* 2S+1: 4

Each line ends with the Löwdin charge.
Element x y z (Å)
1 I 2.80 3.47 4.07  0.8359
2 Te -3.14 1.78 -0.18  1.1739
3 Ge 2.89 -3.19 -1.55  0.6820
4 Ge 1.96 -2.10 0.42  0.8260
5 V 1.42 0.42 0.57  0.7304
6 Cl 6.50 2.10 -1.92  0.6939
7 Cl 1.97 4.87 -2.97  0.6920
8 Cl 5.03 4.41 -3.43  0.6904
9 Cl -2.56 -0.39 -4.12  0.7127
10 Cl 4.89 0.28 0.07  0.7281
11 Cl 0.39 2.96 -1.05  0.7107
12 Si -3.14 5.15 -0.41  0.3685
13 Si -5.17 -0.89 -0.45  0.3723
14 O 0.37 0.48 1.96  -0.3888
15 N 0.79 -0.04 -2.06  0.0293
16 C 4.08 1.54 -0.82  -0.7104
17 C 0.05 0.03 -4.74  -0.0696
18 C 2.11 2.74 -1.29  -0.7007
19 C -2.70 4.90 -2.21  -0.1925
20 C -6.52 -1.85 0.41  -0.1862
21 C 5.20 -2.51 3.96  -0.0949
22 C -4.07 3.65 0.24  -0.6087
23 C 4.29 -1.46 3.94  -0.0851
24 C -1.23 -3.89 2.57  -0.0879
25 C -1.55 -5.03 1.84  -0.1008
26 C 3.29 -2.31 1.89  -0.3679
27 C 0.10 -4.41 0.21  -0.1278
28 C 4.49 -2.34 -2.29  -0.2650
29 C 0.32 0.09 4.33  -0.0590
30 C -0.89 -5.28 0.65  -0.0895
31 C 1.70 0.15 -3.02  -0.1508
32 C 1.55 -3.31 -3.00  -0.2518
33 C 4.81 2.35 -1.68  -0.7045
34 C 1.37 0.19 -4.36  -0.0293
35 C 3.18 2.78 2.20  -0.6231
36 C -3.65 -1.97 -0.64  -0.1710
37 C -5.80 -0.27 -2.10  -0.1973
38 C -4.72 0.58 0.63  -0.5917
39 C 3.36 -1.37 2.91  -0.1587
40 C 2.71 1.69 -0.63  -0.3542
41 C 3.42 -5.05 -1.14  -0.2593
42 C 2.79 3.59 -2.16  -0.7063
43 C 4.21 -3.36 1.93  -0.1122
44 C 5.15 -3.46 2.95  -0.0878
45 C -0.24 -3.03 2.12  -0.1156
46 C 0.46 -3.28 0.94  -0.3442
47 C -0.88 -0.18 -3.74  -0.6312
48 C -4.28 6.64 -0.25  -0.1855
49 C -0.45 0.59 3.12  -0.4824
50 C -0.47 -0.22 -2.41  -0.1813
51 C -1.62 5.42 0.64  -0.1872
52 C 4.16 3.38 -2.36  -0.7000
53 C -0.89 2.04 3.29  -0.0585
54 H 2.99 -5.43 -0.21  0.0079
55 H -4.61 6.77 0.79  0.0312
56 H -3.66 -2.79 0.07  0.0286
57 H -1.31 -0.05 2.93  0.1326
58 H -5.57 1.26 0.74  0.0102
59 H 4.31 -1.32 -2.63  -0.0121
60 H -1.20 -0.38 -1.62  0.0665
61 H 3.09 -5.70 -1.96  0.0156
62 H -4.19 3.73 1.32  0.0130
63 H 1.93 -2.85 -3.91  0.0128
64 H 4.51 -5.12 -1.08  0.0175
65 H 0.68 -0.93 4.20  0.0615
66 H -4.42 0.26 1.63  0.0025
67 H -5.96 -1.10 -2.79  0.0333
68 H 2.67 -0.53 2.92  0.0528
69 H 3.07 3.49 1.39  -0.0323
70 H -6.75 0.25 -1.97  0.0328
71 H -1.97 4.11 -2.36  -0.0109
72 H 1.18 0.74 4.53  0.0433
73 H 4.31 -0.71 4.72  0.1018
74 H 2.14 0.35 -5.10  0.1174
75 H 1.34 -4.36 -3.22  0.0149
76 H -0.26 0.06 -5.77  0.1145
77 H -2.29 5.82 -2.63  0.0351
78 H -1.14 -6.16 0.07  0.1007
79 H -1.84 2.24 2.79  0.0389
80 H -6.18 -2.25 1.37  0.0299
81 H -0.14 2.71 2.87  0.0477
82 H -7.40 -1.22 0.59  0.0298
83 H 5.85 -4.29 2.95  0.1005
84 H -5.16 6.52 -0.87  0.0309
85 H 0.60 -2.83 -2.74  -0.0014
86 H -1.88 5.93 1.57  0.0345
87 H -0.87 6.03 0.13  0.0341
88 H 3.84 1.94 2.11  -0.0579
89 H -5.07 3.61 -0.21  0.0095
90 H -6.85 -2.70 -0.20  0.0318
91 H 4.84 -2.93 -3.13  0.0221
92 H 0.61 -4.65 -0.73  0.0635
93 H -5.09 0.42 -2.56  -0.0110
94 H 4.20 -4.12 1.16  0.0665
95 H -2.72 -1.41 -0.45  -0.0025
96 H 5.93 -2.59 4.75  0.0992
97 H -2.32 -5.71 2.19  0.0987
98 H 5.29 -2.30 -1.54  0.0032
99 H 2.72 0.29 -2.70  0.0938
100 H -1.14 4.47 0.91  -0.0131
101 H -3.77 7.55 -0.55  0.0322
102 H 0.00 -2.15 2.70  0.0637
103 H -0.33 0.11 5.21  0.0894
104 H -1.74 -3.68 3.50  0.1005
105 H -3.59 4.64 -2.78  0.0364
106 H -0.99 2.29 4.35  0.0811
107 H -3.57 -2.40 -1.64  0.0291